# 1
C4H4CaO5 | ωB97M-V/def2-TZVPD

XYZ file:
```
14
Properties=species:S:1:pos:R:3:forces:R:3
Ca -0.87473 0.03257 -1.38668 0.20 -0.34 0.80
O 0.52123 -1.04584 -0.27865 0.75 -0.74 0.49
O -0.45798 0.79140 0.52821 -0.03 0.52 0.86
O -2.22032 1.46474 -4.14286 0.51 -0.65 0.43
O 0.00180 -0.96920 1.95370 -0.14 -0.28 0.48
O 1.69472 0.26604 1.19200 0.48 0.20 0.21
C -1.63938 0.75154 -3.38632 -1.21 1.26 -2.00
C 0.41353 -0.22893 3.07535 -0.18 0.00 -0.11
C 1.60614 0.60808 2.55366 -0.03 0.10 -0.20
C 0.40571 -0.23177 0.77966 -0.34 0.10 -0.68
H 0.69797 -0.92408 3.87668 -0.03 0.08 -0.12
H 1.42360 1.68754 2.68416 0.00 -0.19 -0.01
H -0.39748 0.42048 3.44465 0.15 -0.08 -0.07
H 2.55365 0.35202 3.04691 -0.12 0.02 -0.08
```
Positions in Å, forces in eV/Å.

* ΔE to the lowest compared entry with this formula, charge and spin: 0.0 kJ/mol
* orbital gap (spin up / spin down): 5.24 / 7.91 eV
* LUMO level (spin up / spin down): 3.24 / 3.17 eV
* E_tot: -1208.684128 a.u.
* spin multiplicity: 2
* expectation value of S²: 0.752
* total charge: -1


# 2
C21H22N5PPtS | ωB97M-V/def2-TZVPD

XYZ file:
```
51
Properties=species:S:1:pos:R:3:forces:R:3
Pt 0.42199 1.22559 0.19077 0.81 -0.78 -1.44
S 0.28158 3.49809 -0.39214 -0.03 0.45 0.27
P -0.34125 -0.92757 0.24213 -0.96 0.53 0.82
N 3.55530 4.31052 -2.40112 -0.50 -0.03 0.28
N 2.28293 4.57761 -1.92890 0.39 0.25 -0.29
N 2.62886 1.50108 -0.43490 -0.24 0.05 0.04
N 0.62599 0.73119 2.54606 -0.06 -0.04 0.23
N 2.76295 2.68959 -1.16298 0.35 -0.46 0.02
C 1.78338 3.60945 -1.17869 -0.32 0.23 0.09
C 3.84528 3.14997 -1.91974 -0.01 -0.11 -0.02
C -1.51141 -4.52054 -2.28347 -0.04 -0.01 -0.02
C -1.57797 0.33661 -0.09394 -0.27 0.31 0.14
C -0.78442 -2.30302 -0.80111 0.67 -0.16 -0.25
C -0.47624 -1.39714 1.96591 0.18 -0.34 0.09
C -1.01340 -2.63064 2.34251 -0.08 0.02 -0.01
C -1.10125 -2.97316 3.68160 -0.01 0.02 0.03
C 5.09767 2.38287 -2.13873 -0.10 0.06 0.06
C -0.17694 -4.32771 -1.94909 0.01 0.00 0.00
C -3.37113 2.33747 -0.82711 -0.12 0.05 0.16
C -0.09141 -0.86811 4.28661 -0.05 -0.05 0.10
C 0.00434 -0.52854 2.94992 0.13 0.27 -0.21
C -3.35367 1.86711 0.50214 -0.05 0.13 -0.10
C 0.19085 -3.21683 -1.20887 -0.03 -0.02 0.01
C -2.12713 -2.49426 -1.13819 0.02 -0.12 -0.04
C -2.48244 -3.61264 -1.87698 0.03 0.01 0.01
C -2.51836 1.83000 -1.77974 0.17 -0.10 -0.03
C -1.61447 0.82272 -1.42965 -0.08 0.16 0.04
C -2.47286 0.88966 0.87080 0.03 -0.15 -0.02
C -0.64190 -2.09098 4.65129 0.00 -0.01 0.00
H -3.52119 -3.77634 -2.13309 0.03 0.01 -0.01
H -2.88855 -1.79406 -0.82142 0.01 0.00 0.01
H 1.59955 0.72575 2.82755 0.08 -0.02 0.06
H -1.79785 -5.38423 -2.86988 0.00 0.01 0.04
H 5.62336 2.20748 -1.19836 0.00 0.01 -0.02
H 0.20209 1.51098 3.03672 -0.08 0.01 0.11
H -1.37248 -3.31804 1.58631 0.03 0.01 0.01
H -0.99339 0.36579 -2.18786 -0.07 -0.10 -0.05
H -0.69767 -2.36022 5.69829 -0.02 0.02 -0.03
H 2.86623 0.71286 -1.02709 0.07 -0.05 -0.06
H 0.57356 -5.04196 -2.26224 -0.03 0.03 -0.01
H 1.83862 5.45184 -2.16282 0.01 0.04 -0.03
H -4.04228 2.27759 1.23010 0.03 0.00 -0.06
H -4.07794 3.11055 -1.10379 0.00 -0.04 0.02
H 5.74209 2.96153 -2.79488 0.01 0.01 0.01
H 4.89492 1.42116 -2.61356 -0.01 0.02 0.00
H -2.55467 2.19404 -2.79818 0.03 -0.02 0.04
H 0.27476 -0.18525 5.04579 -0.01 -0.04 -0.04
H 3.26279 1.53287 0.35687 0.07 -0.10 0.09
H 1.23265 -3.06652 -0.94837 -0.03 0.00 0.02
H -2.46156 0.51154 1.88650 0.01 -0.02 -0.03
H -1.52791 -3.92578 3.96901 0.04 0.04 -0.01
```
Positions in Å, forces in eV/Å.

* ΔE to the lowest compared entry with this formula, charge and spin: 50.0 kJ/mol
* orbital gap: 6.65 eV
* LUMO level: -7.39 eV
* E_tot: -1945.537975 a.u.
* total charge: +2


# 3
C19H51Ba2F3HgN3O24S4 | ωB97M-V/def2-TZVPD

XYZ file:
```
107
Properties=species:S:1:pos:R:3:forces:R:3
Hg -3.12128 1.74092 0.24993 -0.83 0.28 2.19
Ba -0.20787 3.66759 2.99205 -0.72 -0.59 0.16
Ba -1.04946 -1.94983 1.00203 -1.20 0.94 0.38
S -1.21476 -0.12418 4.45625 -1.79 1.46 -1.46
S 0.02529 1.02223 0.29115 -0.87 1.67 -0.15
S -3.33284 3.61522 3.26884 -3.51 0.07 1.62
S -4.64117 -0.24035 1.85457 -0.35 0.87 -0.09
F 0.00853 -2.08518 5.74570 -0.21 -0.51 0.35
F 1.32761 -0.72256 4.72974 0.02 -0.14 -0.09
F 0.41366 -0.12481 6.56425 -0.18 0.23 0.80
O 1.94748 1.82622 2.86204 0.92 0.32 0.97
O -1.30200 -1.13137 3.38774 0.96 -0.36 0.82
O -3.57813 2.51412 4.17345 0.39 -0.04 -0.38
O 1.42349 4.08683 -0.61596 0.44 0.46 0.08
O -0.78745 1.18399 3.97351 1.31 -0.63 0.17
O 1.69329 -2.99011 1.61824 -0.37 0.09 0.71
O -2.42031 2.53394 -1.84096 -0.71 -0.42 -0.74
O -1.69937 -2.79091 -3.31137 0.22 -0.15 -0.25
O -4.86335 -0.44661 3.26205 0.29 -0.59 -0.20
O -0.36159 2.37580 0.75623 1.04 -0.24 -0.42
O -2.38136 4.56744 3.95107 1.41 0.20 -0.76
O 3.53227 6.13264 -0.50670 -0.21 -0.04 0.18
O 3.70842 0.97272 -0.95618 0.38 0.17 0.01
O -4.95367 1.19465 1.48718 -0.51 -0.31 -0.27
O -2.35818 -0.02954 5.28146 0.05 -0.91 1.18
O -3.15866 -0.31498 1.43844 0.38 -1.17 0.06
O -1.23202 0.46028 -0.27212 1.06 -1.22 -0.84
O 2.52713 4.46447 2.13214 -0.18 -0.04 0.61
O 4.87543 -0.41545 -3.41746 -0.02 -0.75 -0.04
O -4.53721 4.33571 2.87844 0.41 0.14 -0.30
O 0.46894 0.17949 1.40892 0.52 -0.73 -0.32
O -5.37669 -1.18797 0.98832 0.15 0.05 -0.21
O 1.07108 1.12481 -0.75984 -0.21 -0.03 0.13
O -2.64433 3.11714 2.00322 1.61 0.32 -0.63
N -4.63050 0.70601 -1.33313 0.95 0.14 -0.89
N -1.00326 -4.25999 2.59506 -0.48 -0.53 0.85
N 0.35932 -2.15199 -1.56428 -0.76 0.25 -2.30
C 0.17576 -0.79810 5.46400 0.58 0.56 -1.25
C 0.36559 -5.66632 1.16911 -0.64 0.27 -0.91
C 1.76175 -3.90990 -2.46585 0.37 -1.27 -0.88
C 3.17658 2.16709 2.23677 -0.68 -0.62 -0.98
C 2.75461 -2.08363 1.94204 -0.09 -0.13 -0.59
C -4.54929 0.06826 -3.73077 0.58 0.81 -0.20
C -1.53796 3.56817 -2.21107 1.04 -0.19 -0.17
C 0.59399 -2.99840 -2.78620 1.02 -0.52 1.22
C 2.89822 5.59968 -1.67317 1.16 0.75 -0.17
C 0.32502 -4.88706 2.45823 -0.02 0.39 0.65
C -0.66715 -3.75130 -3.13227 -0.27 0.16 -0.12
C 3.54632 3.56888 2.59585 0.07 0.60 -0.76
C -3.18778 1.90871 -2.88265 0.19 0.97 0.32
C 3.60054 -0.37585 -1.34701 -0.14 -0.51 0.54
C 3.56647 -0.53059 -2.85306 -0.11 1.57 -0.32
C 2.60581 4.16518 -1.42897 -1.14 -1.10 0.24
C 1.44725 -3.86751 2.69400 0.18 -1.58 0.07
C -3.74814 0.54144 -2.49219 -0.86 0.29 -1.18
C -2.76350 -3.17573 -4.17973 0.37 0.30 0.50
H 2.00398 6.17253 -1.92479 -0.19 -0.22 0.05
H -3.66808 -2.84114 -3.67787 -0.25 -0.15 -0.27
H -0.47656 -4.32639 -4.04701 -0.15 0.01 0.01
H -1.69791 -4.99379 2.73735 0.01 -0.07 -0.63
H 1.05335 -1.40834 -1.64926 -0.06 0.07 0.49
H 3.01118 0.33002 -3.25537 -0.35 -0.17 0.24
H 3.98905 1.44318 2.36963 -0.06 0.06 0.55
H -1.49262 4.27403 -1.38709 -0.02 0.11 -0.06
H 4.47190 3.85564 2.08446 0.17 -0.24 0.17
H -4.05161 2.56514 -3.07460 -0.01 -0.06 -0.03
H 1.25142 -6.28379 1.04272 -0.02 -0.10 0.15
H -3.88003 -0.25437 -4.53423 -0.08 -0.49 0.17
H 3.42588 3.64223 -0.92357 0.23 0.30 -0.08
H -2.64652 -2.66363 -5.13623 -0.09 -0.06 -0.08
H 0.89172 -2.43287 -3.67693 -0.30 0.43 0.17
H 1.49835 -4.73356 -1.79825 -0.08 0.32 0.35
H -0.99084 -4.44007 -2.34017 0.30 -0.09 0.04
H -0.48546 -1.67810 -1.91611 0.05 0.44 0.74
H 1.25232 -3.38077 3.65726 -0.01 0.46 -0.24
H 3.72510 -2.57057 1.79987 -0.04 -0.09 0.07
H 3.03930 -1.41057 -3.21653 0.54 -0.38 0.04
H 0.49294 -5.60262 3.27608 -0.08 0.00 0.00
H 2.64241 -3.39164 -2.09167 -0.22 0.22 0.29
H 2.79458 1.25967 -0.75017 0.00 -0.15 -0.20
H 2.65481 -1.27521 1.22422 0.12 0.22 0.20
H 2.41397 4.34037 1.17470 -0.09 0.11 -0.06
H 2.97663 2.13196 1.15703 0.29 0.20 -0.07
H -1.10237 -3.80497 3.50776 0.46 0.48 -0.23
H -1.74972 4.06788 -3.16232 -0.69 -0.01 0.18
H 5.34348 0.25766 -2.91331 -0.10 0.09 0.02
H 2.72868 -0.80836 -0.83899 0.03 -0.06 -0.37
H 0.27005 -5.03896 0.27359 0.36 0.30 0.23
H 2.43135 3.61274 -2.35830 0.05 0.22 -0.14
H 1.02952 3.20051 -0.64039 0.16 -0.11 0.07
H -5.04492 0.94036 -4.17312 -0.36 -0.12 0.22
H 3.61747 5.71359 -2.49607 -0.21 -0.23 -0.16
H -2.59837 1.92588 -3.80457 0.07 -0.50 0.05
H 3.53895 7.09106 -0.56864 -0.03 0.00 0.05
H 2.30900 -4.53391 2.86801 0.32 0.42 -0.12
H -5.29911 -0.66430 -3.44734 0.09 -0.22 -0.18
H 4.46938 -0.92531 -0.96022 0.03 0.07 -0.07
H 3.68371 3.72152 3.66496 -0.20 -0.01 0.06
H 2.67551 -1.71691 2.96534 -0.13 0.08 -0.03
H -2.77439 -4.25436 -4.33856 -0.13 -0.03 0.04
H -5.29426 1.45693 -1.48693 -0.19 -0.15 0.01
H -0.55501 -6.25566 1.10181 0.31 -0.43 0.23
H 2.12668 -4.43079 -3.36519 -0.18 0.20 -0.05
H -5.12330 -0.15475 -1.10797 0.11 0.09 0.78
H -0.53580 3.14347 -2.36204 -0.04 -0.01 0.22
H 1.71234 0.90668 2.67788 -0.37 0.10 -0.21
H -2.94872 -0.17671 -2.30994 0.01 0.08 0.46
```
Positions in Å, forces in eV/Å.

* orbital gap: 5.54 eV
* LUMO level: 1.28 eV
* E_tot: -4821.647897 a.u.
* total charge: -1


# 4
C7H7NOSe | ωB97M-V/def2-TZVPD

XYZ file:
```
17
Properties=species:S:1:pos:R:3:forces:R:3
Se 1.23679 1.27581 3.66947 -1.16 0.27 0.26
O -0.74814 1.70996 1.38191 -0.50 0.18 -0.62
N -0.62364 -1.08902 -2.69531 -0.77 -0.56 -0.50
C -1.36960 0.54687 -1.15334 0.73 -1.11 -1.27
C 0.71631 -0.71252 -0.79514 -3.83 0.94 -1.11
C 1.24794 0.04819 2.24921 -0.28 -0.06 -4.52
C -0.26066 0.25205 -0.41822 1.47 -1.32 -0.55
C 0.36853 -1.46045 -1.86178 -1.02 1.48 -1.73
C -1.46727 -0.14128 -2.40551 1.82 0.55 3.61
C -0.12563 0.84499 0.86840 2.43 -0.03 4.48
H 0.82752 -2.24660 -2.35204 1.79 -1.69 0.14
H -1.99618 1.26327 -0.68887 -1.04 0.56 -0.29
H 0.89849 -0.96811 2.34614 -0.63 -0.10 0.75
H -0.27921 1.59432 3.53769 1.57 -0.35 0.07
H 2.22141 -0.14678 1.64912 -1.24 1.20 1.32
H -2.19681 0.08609 -3.06817 -2.18 0.63 -2.13
H 1.55015 -0.85679 -0.26357 2.86 -0.60 2.07
```
Positions in Å, forces in eV/Å.

* ΔE to the lowest compared entry with this formula, charge and spin: 178.0 kJ/mol
* orbital gap: 7.82 eV
* LUMO level: -0.53 eV
* E_tot: -2802.241478 a.u.
* total charge: 0


# 5
C3H6NOS | ωB97M-V/def2-TZVPD

XYZ file:
```
12
Properties=species:S:1:pos:R:3:forces:R:3
S 2.01917 -0.20813 -1.25705 -0.85 -0.50 0.57
O -1.85448 0.85099 1.23682 0.82 1.20 -0.10
N -0.05322 1.79430 0.13133 2.87 -1.04 -1.64
C -0.57060 -0.64982 0.04719 -0.93 0.11 -1.84
C 0.78865 -1.24081 -0.25637 1.64 0.76 -0.75
C -0.82174 0.80918 0.57264 -2.15 -2.34 0.50
H -0.18266 2.78241 0.30526 -0.12 -0.41 0.15
H 0.80140 1.38649 -0.43144 -1.95 1.75 1.21
H -1.20001 -1.28822 0.67342 0.65 0.04 0.41
H 1.33626 -1.31877 0.66654 0.50 -0.34 0.54
H -1.16957 -0.71684 -0.89625 0.42 0.47 0.41
H 0.90682 -2.20079 -0.79208 -0.90 0.30 0.55
```
Positions in Å, forces in eV/Å.

* ΔE to the lowest compared entry with this formula, charge and spin: 60.1 kJ/mol
* orbital gap (spin up / spin down): 10.35 / 7.03 eV
* LUMO level (spin up / spin down): 0.77 / -2.54 eV
* E_tot: -646.042120 a.u.
* spin multiplicity: 2
* expectation value of S²: 0.753
* total charge: 0


# 6
C5H9NO | ωB97M-V/def2-TZVPD

XYZ file:
```
16
Properties=species:S:1:pos:R:3:forces:R:3
O 1.56059 -1.95084 0.20178 0.18 0.44 -0.02
N -0.87576 1.32163 -0.78291 -0.11 0.22 -0.07
C -1.33108 -0.01957 1.42101 0.12 0.12 0.28
C 2.09050 -0.86603 0.18938 -0.12 -0.25 0.00
C 0.05169 0.16921 -0.85429 0.14 -0.25 -0.08
C 1.43971 0.39725 -0.31647 -0.05 0.02 0.00
C -1.08194 0.20860 0.06633 0.00 -0.16 0.10
H -0.72387 -0.74876 1.94533 -0.08 0.08 -0.11
H -2.16941 -0.61099 -0.87902 0.10 0.03 0.24
H -2.04348 0.59056 1.96364 0.07 -0.05 -0.13
H -0.04051 -0.49848 -1.70501 0.01 0.08 0.12
H -2.03196 -0.64662 0.27225 -0.20 -0.12 -0.38
H -1.51428 1.33258 -1.57239 0.04 0.00 0.10
H 3.12506 -0.73801 0.57147 -0.08 -0.03 -0.03
H 1.40867 1.11791 0.50983 0.03 -0.08 -0.08
H 2.09128 0.84170 -1.08035 -0.05 -0.05 0.07
```
Positions in Å, forces in eV/Å.

* ΔE to the lowest compared entry with this formula, charge and spin: 710.6 kJ/mol
* orbital gap: 8.32 eV
* LUMO level: 0.65 eV
* E_tot: -325.666917 a.u.
* total charge: 0


Q: What is the E_tot in the fourth record?
A: -2802.241478 a.u.